{
  "formula": "C47H101N5O6S",
  "method": "the ωB97M-V functional and the def2-TZVPD basis",
  "symbols": ["C", "C", "C", "C", "C", "C", "N", "O", "C", "C", "C", "H", "H", "H", "H", "H", "H", "H", "H", "H", "H", "H", "H", "H", "H", "H", "H", "H", "H", "H", "C", "C", "C", "C", "C", "C", "N", "O", "C", "C", "C", "H", "H", "H", "H", "H", "H", "H", "H", "H", "H", "H", "H", "H", "H", "H", "H", "H", "H", "H", "C", "C", "C", "C", "C", "C", "N", "O", "C", "C", "C", "H", "H", "H", "H", "H", "H", "H", "H", "H", "H", "H", "H", "H", "H", "H", "H", "H", "H", "H", "C", "C", "C", "C", "C", "C", "N", "O", "C", "C", "C", "H", "H", "H", "H", "H", "H", "H", "H", "H", "H", "H", "H", "H", "H", "H", "H", "H", "H", "H", "C", "C", "C", "C", "C", "C", "N", "O", "C", "C", "C", "H", "H", "H", "H", "H", "H", "H", "H", "H", "H", "H", "H", "H", "H", "H", "H", "H", "H", "H", "C", "S", "O", "C", "H", "H", "H", "H", "H", "H"],
  "positions_angstrom": [[-26.0162, -8.3962, 20.0660], [-26.2900, -6.8772, 19.8875], [-25.5267, -6.0913, 21.0087], [-24.0056, -5.9032, 20.7879], [-23.8824, -5.1741, 19.4700], [-24.3983, -6.0934, 18.2663], [-25.8664, -6.3609, 18.5583], [-26.4351, -7.2835, 17.6285], [-24.3586, -5.3324, 16.9470], [-23.5988, -7.3978, 18.1529], [-27.7561, -6.6033, 20.0786], [-26.8313, -8.8885, 19.5645], [-26.0232, -8.7106, 21.1364], [-25.0125, -8.7755, 19.6914], [-25.8435, -4.9849, 21.0805], [-25.7275, -6.6404, 21.9161], [-23.4242, -6.8062, 20.8503], [-23.5689, -5.3671, 21.6437], [-22.8700, -5.0239, 19.1174], [-24.3510, -4.1854, 19.3755], [-24.5977, -4.2768, 17.1923], [-23.4162, -5.3907, 16.3526], [-25.1432, -5.7623, 16.3075], [-22.5194, -7.1473, 18.0000], [-23.5627, -8.0133, 19.0661], [-23.9786, -8.0020, 17.3461], [-28.0024, -5.6385, 19.6427], [-28.0824, -6.7410, 21.0965], [-28.3328, -7.2631, 19.4831], [-26.9354, -6.6915, 17.0144], [-24.2360, -8.2413, 11.0569], [-25.2780, -7.7391, 12.0558], [-25.1449, -6.2487, 12.4082], [-25.5739, -5.2613, 11.3827], [-26.9942, -5.6062, 10.9565], [-27.1864, -7.0547, 10.3786], [-26.7195, -7.8826, 11.5303], [-26.8612, -9.2675, 11.1135], [-28.6862, -7.3485, 10.2758], [-26.5542, -7.2099, 9.0289], [-25.1921, -8.5966, 13.3181], [-23.2059, -8.3763, 11.4158], [-24.2084, -7.4306, 10.2990], [-24.5941, -9.1592, 10.6363], [-25.7922, -6.0331, 13.2912], [-24.0883, -6.0337, 12.5572], [-24.9502, -5.2460, 10.4807], [-25.5666, -4.3036, 11.8700], [-27.2628, -4.8072, 10.2024], [-27.7078, -5.4434, 11.8023], [-28.9490, -8.2981, 9.8073], [-29.1181, -7.3068, 11.2455], [-29.1044, -6.5324, 9.6690], [-27.1792, -6.8852, 8.2428], [-25.5991, -6.6946, 9.1261], [-26.2967, -8.2976, 8.8647], [-24.2877, -8.5290, 13.9197], [-25.3932, -9.6327, 13.0881], [-26.0906, -8.3102, 13.9243], [-27.5965, -9.6127, 11.6021], [-24.9534, 3.4329, 8.9460], [-23.5478, 3.6083, 8.4714], [-22.9089, 4.8313, 9.1583], [-22.4461, 4.5389, 10.5169], [-21.5371, 3.2769, 10.6030], [-22.1806, 2.0118, 9.9403], [-22.6931, 2.4566, 8.6514], [-23.2773, 1.3618, 7.8984], [-21.1465, 0.9401, 9.5735], [-23.1256, 1.4873, 11.0562], [-23.4980, 3.8560, 6.9250], [-25.5506, 4.2591, 8.5747], [-24.9727, 3.5211, 10.0087], [-25.4008, 2.4889, 8.7389], [-22.0328, 5.1697, 8.6408], [-23.6455, 5.6607, 9.1400], [-23.3957, 4.3208, 11.0485], [-21.9772, 5.4221, 10.9920], [-21.4160, 3.0410, 11.6384], [-20.5254, 3.5443, 10.1925], [-20.5212, 1.3273, 8.7690], [-20.5578, 0.6509, 10.3921], [-21.7575, 0.0214, 9.2645], [-22.5890, 0.9721, 11.8514], [-23.7421, 2.2994, 11.4498], [-23.7034, 0.6899, 10.5302], [-24.1168, 3.0896, 6.3651], [-22.4390, 3.7582, 6.7324], [-23.8218, 4.8809, 6.7584], [-22.6498, 1.0394, 7.2293], [-19.3566, -4.8640, 8.9328], [-20.1208, -5.1192, 10.2429], [-19.5297, -6.3854, 10.8587], [-18.1355, -6.2537, 11.3061], [-18.0689, -5.2157, 12.3823], [-18.4776, -3.8337, 11.8181], [-19.8394, -4.0419, 11.2391], [-20.3260, -2.8065, 10.5867], [-18.5997, -2.8926, 13.0856], [-17.3393, -3.2809, 10.9765], [-21.6164, -5.3838, 10.0665], [-19.6742, -3.8212, 8.5477], [-19.7039, -5.5447, 8.1941], [-18.2796, -4.9090, 9.0455], [-20.1308, -6.6938, 11.7327], [-19.6474, -7.1139, 10.0508], [-17.4507, -5.8628, 10.5151], [-17.7942, -7.2643, 11.7100], [-17.0741, -5.0796, 12.9029], [-18.6744, -5.5214, 13.2521], [-19.3305, -3.3408, 13.7267], [-17.6207, -2.8926, 13.6690], [-18.8461, -1.9089, 12.6956], [-17.1602, -3.8974, 10.1150], [-17.5481, -2.2540, 10.5527], [-16.5265, -3.3158, 11.6517], [-21.9754, -5.6097, 11.0483], [-21.7882, -6.2748, 9.3960], [-22.0875, -4.4643, 9.7951], [-20.5993, -2.3458, 11.4008], [-19.7618, -4.5360, 17.1625], [-18.8301, -3.5896, 17.8317], [-18.1377, -2.6047, 16.8084], [-19.0776, -1.5762, 16.1947], [-19.7423, -0.7840, 17.2659], [-20.5235, -1.6173, 18.2555], [-19.6336, -2.6958, 18.7992], [-20.4474, -3.5291, 19.6529], [-20.8511, -0.7026, 19.4305], [-21.8319, -2.2042, 17.5627], [-17.8103, -4.3948, 18.6797], [-20.2064, -5.2775, 17.8733], [-19.1652, -5.1887, 16.4944], [-20.5582, -4.0984, 16.5356], [-17.3914, -2.0231, 17.3819], [-17.5857, -3.1052, 15.9866], [-19.7879, -1.9951, 15.5127], [-18.3856, -0.9361, 15.6034], [-20.4018, -0.0094, 16.8650], [-19.0471, -0.2181, 17.8548], [-19.9911, -0.4706, 20.0334], [-21.1827, 0.3375, 19.1263], [-21.7193, -0.9984, 20.0643], [-22.2722, -2.9547, 18.2022], [-22.5676, -1.3342, 17.4173], [-21.6495, -2.6338, 16.5193], [-18.3026, -5.1099, 19.3332], [-17.2557, -3.7506, 19.3333], [-17.0593, -4.8852, 18.0278], [-20.0824, -3.3006, 20.5145], [-24.1628, -1.9705, 12.9201], [-22.5683, -1.8242, 13.8310], [-21.6573, -1.3266, 12.7657], [-22.2946, -3.6744, 13.9042], [-24.4468, -0.9300, 12.8170], [-24.8759, -2.5190, 13.5014], [-23.9271, -2.3794, 11.9246], [-21.7483, -4.0312, 13.0338], [-23.3325, -4.0251, 13.9689], [-21.8271, -3.9643, 14.7857]],
  "forces_ev_per_angstrom": [[1.100, -0.354, 0.485], [2.190, 0.471, 0.832], [0.537, 1.415, -0.645], [-0.709, 0.524, 0.551], [0.486, -1.270, -2.260], [-0.895, -0.563, 1.568], [-0.005, 0.489, 0.431], [-0.323, 0.807, -1.225], [-0.233, 0.460, -0.206], [1.476, 0.435, 0.775], [-0.121, 0.322, -0.716], [-0.001, -0.647, -0.260], [-0.288, 0.445, -0.595], [-1.617, 0.621, 0.260], [-0.336, -1.801, 0.016], [-0.172, 0.222, 0.506], [0.045, -0.737, -0.591], [-0.360, 0.444, -0.291], [0.694, 0.241, 0.512], [-0.287, -0.355, 0.502], [0.091, -0.445, -0.561], [-0.442, -0.010, 0.810], [0.255, 0.329, -0.007], [-0.738, -0.118, -0.346], [-0.239, 0.458, -0.443], [-0.029, -0.218, -0.355], [0.067, 0.460, 0.588], [-0.003, 0.270, 0.435], [-0.579, -1.016, -0.592], [0.514, -0.848, 0.756], [-0.076, 1.808, -0.682], [-0.564, -0.216, 0.010], [0.460, -0.516, 0.629], [-1.039, -0.945, -0.957], [-1.156, 1.336, -0.953], [-0.852, 0.833, 1.863], [1.145, -1.122, -0.187], [0.820, 0.508, -0.418], [0.236, 0.808, -0.949], [2.151, -2.053, 1.186], [-2.045, 0.419, 0.600], [-0.453, 0.105, 0.366], [0.413, -0.869, -0.066], [-0.031, -0.459, -0.403], [0.815, -0.323, -0.177], [0.190, -0.216, 0.881], [0.219, 0.146, 0.304], [0.078, 0.694, -0.180], [-0.146, -1.059, 0.386], [0.544, -0.328, -0.472], [0.314, 0.033, -0.039], [-0.503, 0.034, 0.900], [-0.190, -0.279, 0.092], [-0.518, 0.654, -0.816], [-0.028, 0.167, -0.981], [-0.398, 1.058, 0.040], [0.099, 0.312, -0.248], [0.315, -0.374, -0.271], [0.873, -0.085, 0.004], [-0.605, -0.039, 0.563], [-0.350, 0.716, 0.474], [0.378, 0.324, -1.530], [-0.322, 0.319, -1.221], [-0.635, -0.998, 1.975], [0.435, 0.930, -1.284], [1.034, 0.953, 1.136], [0.388, -0.947, -0.612], [-0.356, -0.043, 0.624], [-1.994, -0.619, -0.848], [-0.690, -1.025, -1.884], [-0.802, -0.619, 0.911], [-0.338, -0.032, -0.235], [-0.142, 0.087, 0.993], [-0.235, -0.690, -0.644], [0.398, 0.147, -1.043], [0.346, -0.387, 0.026], [0.680, 0.157, 0.531], [-0.169, -0.519, -0.154], [0.360, -0.148, 0.720], [-0.817, -0.420, 0.096], [-0.010, -0.258, -0.072], [0.869, -0.325, 1.259], [1.177, 1.136, 0.161], [0.280, 0.243, -0.025], [-0.133, -0.415, -0.019], [-0.291, 0.582, 0.697], [0.782, 1.115, 0.580], [0.179, 0.034, -0.713], [-0.161, -0.018, -0.404], [0.142, 0.646, 0.541], [-1.536, 2.517, -0.249], [2.015, -0.200, 0.703], [-1.351, -0.408, -0.617], [2.303, -0.963, 0.536], [0.791, 0.624, 1.444], [-0.501, -0.415, 1.573], [-1.057, 0.858, -0.692], [0.787, -0.685, 1.366], [1.307, -0.859, -1.203], [-1.623, 0.932, -1.285], [0.976, -0.198, -0.208], [0.765, -1.514, 0.572], [-0.066, -0.812, -0.735], [-0.180, -0.048, -0.182], [-0.008, -0.011, -0.372], [0.107, -0.419, 0.337], [-0.394, -1.051, 0.341], [-0.037, 1.252, -0.713], [-0.580, -0.296, -1.027], [-0.447, 0.270, -0.404], [-0.718, 0.180, 0.410], [-1.096, 0.188, -0.965], [-0.147, 0.272, 0.632], [0.453, -0.223, -0.227], [0.238, -0.961, 0.816], [1.264, 0.401, 0.278], [-0.474, -0.413, 0.687], [0.059, 1.199, 0.504], [-0.599, 0.366, -0.806], [-0.493, 0.465, -0.438], [-0.403, -2.267, -1.102], [-0.508, 1.435, 0.698], [0.102, -0.438, 0.862], [1.649, 0.399, -0.182], [-0.550, 0.534, 0.107], [-0.807, -1.227, -0.433], [0.703, 0.127, -0.466], [0.532, 0.256, -0.261], [-2.032, 1.533, 0.203], [0.081, 1.701, -0.909], [0.037, 0.322, -0.853], [0.100, 0.904, -0.357], [-0.167, 0.280, 0.039], [0.580, -0.167, 0.519], [-0.145, -0.319, -0.151], [-0.361, -0.257, 0.686], [-0.438, -0.381, -0.451], [-0.744, -0.112, 0.082], [-0.203, -0.202, -0.147], [0.919, 0.235, 0.215], [0.498, -0.452, 0.370], [0.289, -1.103, -0.373], [0.831, -0.376, -0.292], [-0.193, -0.197, 0.059], [0.918, -1.233, 0.276], [-0.190, 0.749, 1.625], [-0.140, -0.246, -0.249], [0.302, 0.654, 0.277], [-0.592, 0.022, 0.262], [-0.147, -0.164, 0.060], [1.261, 0.739, 0.019], [-0.354, -1.717, -0.929], [0.678, 0.515, -0.054], [-1.838, 1.245, -0.818], [-0.369, 0.127, -0.152], [-0.477, -0.332, 0.157], [-0.131, -0.073, 0.492], [-0.086, 0.216, -0.253], [0.389, -0.445, -0.220], [1.100, -0.317, 1.571]],
  "gap_ev": 8.7,
  "total_charge": 0,
  "relative_energy_kj_mol": 291.4,
  "lumo_ev": 0.4,
  "fmax_ha_per_bohr": 0.0623,
  "energy_ev": -80939.197
}